This record from the Open Molecules 2025 dataset describes a structure of composition C39H44BrCrIN4S2Si2. The level of theory is the ωB97M-V functional and the def2-TZVPD basis.

CARTESIAN COORDINATES (ANGSTROEM)
Cr (1.3584, -0.5906, 0.0340)
C (3.7300, 1.2564, -4.7201)
C (3.1517, 0.0772, -3.9900)
C (2.9760, -1.1667, -4.5812)
C (2.4111, -2.2050, -3.8584)
C (2.0570, -1.9449, -2.5527)
Br (1.2254, -3.2890, -1.5065)
N (2.2392, -0.7845, -1.9394)
C (2.7648, 0.2133, -2.6650)
H (4.3398, 0.9361, -5.5634)
H (4.3471, 1.8601, -4.0546)
H (2.9348, 1.8974, -5.1051)
H (3.2742, -1.3285, -5.6102)
H (2.2461, -3.1825, -4.2868)
H (2.9049, 1.1512, -2.1461)
S (-0.5494, -0.2335, 1.5625)
C (-1.8082, 0.4319, 0.7026)
N (-2.7503, 1.1835, 1.2401)
C (-3.8585, 1.7023, 0.4349)
C (-4.2336, 0.6839, -0.5987)
N (-3.0445, 0.3761, -1.3980)
C (-3.3084, -0.0164, -2.7928)
C (-4.1220, -1.2861, -2.8491)
C (-5.4195, -1.2650, -3.3428)
C (-6.1797, -2.4284, -3.3746)
C (-5.6445, -3.6167, -2.9040)
C (-4.3462, -3.6432, -2.4068)
C (-3.5859, -2.4853, -2.3814)
C (-1.8813, 0.1653, -0.7988)
S (-0.5160, -0.3637, -1.5562)
C (-2.7835, 1.5615, 2.6653)
C (-3.8870, 0.8305, 3.3873)
C (-3.8072, -0.5505, 3.5613)
C (-4.8307, -1.2313, 4.1998)
C (-5.9401, -0.5391, 4.6737)
C (-6.0217, 0.8341, 4.5072)
C (-4.9971, 1.5165, 3.8619)
H (-3.5549, 2.6447, -0.0290)
H (-4.6984, 1.8928, 1.1002)
H (-4.9992, 1.0807, -1.2625)
H (-4.6230, -0.2274, -0.1375)
H (-2.3538, -0.1189, -3.3007)
H (-3.8554, 0.8034, -3.2599)
H (-5.8397, -0.3363, -3.7129)
H (-7.1879, -2.4031, -3.7662)
H (-6.2343, -4.5234, -2.9277)
H (-3.9237, -4.5720, -2.0464)
H (-2.5692, -2.5124, -2.0049)
H (-2.9425, 2.6403, 2.7077)
H (-1.8087, 1.3405, 3.0901)
H (-2.9370, -1.0884, 3.2014)
H (-4.7621, -2.3025, 4.3366)
H (-6.7363, -1.0716, 5.1769)
H (-6.8800, 1.3772, 4.8800)
H (-5.0582, 2.5926, 3.7399)
C (4.6519, -0.3755, 2.1077)
Si (3.8624, -0.2401, 0.4049)
C (4.7828, -1.5576, -0.5917)
C (4.3446, 1.4900, -0.1530)
C (5.6627, 1.8557, -0.4563)
C (5.9796, 3.1689, -0.7675)
C (4.9788, 4.1378, -0.7586)
C (3.6741, 3.7812, -0.4517)
C (3.3358, 2.4540, -0.1541)
Si (1.5616, 1.8680, 0.2250)
C (0.4990, 2.8045, -1.0483)
C (1.0924, 2.7366, 1.8422)
H (5.7108, -0.1320, 1.9781)
H (4.5931, -1.3816, 2.5334)
H (4.2467, 0.3357, 2.8303)
H (5.7839, -1.7005, -0.1767)
H (4.8929, -1.2865, -1.6433)
H (4.2763, -2.5278, -0.5488)
H (6.4534, 1.1104, -0.4517)
H (6.9996, 3.4425, -1.0083)
H (5.2209, 5.1675, -0.9915)
H (2.9105, 4.5531, -0.4472)
H (0.8954, 3.8100, -1.2104)
H (-0.5344, 2.9234, -0.6995)
H (0.4594, 2.2976, -2.0153)
H (1.3218, 3.8037, 1.7653)
H (1.6507, 2.3481, 2.6986)
H (0.0258, 2.6424, 2.0662)
I (2.4469, -5.7106, 2.9998)
C (2.2179, -3.6509, 3.0693)
C (2.1759, -2.9662, 4.2712)
C (2.0408, -1.5887, 4.2251)
C (1.9407, -0.9577, 3.0026)
N (1.9483, -1.6178, 1.8337)
C (2.1020, -2.9487, 1.8814)
H (2.2618, -3.4883, 5.2145)
H (2.0264, -0.9980, 5.1306)
H (1.8628, 0.1180, 2.9257)
H (2.1627, -3.4630, 0.9353)

Atomic forces in eV per Å
Cr 0.1 -0.3 0.0
C 0.0 0.0 0.0
C 0.0 0.1 0.1
C 0.0 0.0 -0.1
C 0.0 0.0 0.0
C 0.1 -0.1 0.0
Br 0.0 0.0 0.0
N -0.1 0.0 -0.1
C 0.0 0.0 0.0
H 0.0 0.0 0.0
H 0.0 0.0 0.0
H 0.0 0.0 0.0
H 0.0 0.0 0.0
H 0.0 0.0 0.0
H 0.0 0.0 0.0
S 0.1 0.0 0.2
C -0.1 -0.1 -0.5
N -0.2 0.2 0.1
C 0.1 0.0 0.1
C 0.1 0.0 -0.1
N -0.3 -0.2 -0.1
C 0.0 0.1 0.0
C 0.0 0.0 0.0
C 0.0 0.0 0.0
C 0.0 0.0 0.0
C 0.0 0.0 0.0
C 0.0 0.0 0.0
C 0.0 0.0 0.0
C -0.1 0.3 0.6
S 0.2 -0.1 -0.3
C 0.0 -0.1 -0.1
C 0.0 0.0 0.0
C 0.0 0.0 0.0
C 0.0 0.0 0.0
C 0.0 0.0 0.0
C 0.0 0.0 0.0
C 0.0 0.0 0.0
H 0.0 0.0 0.0
H 0.0 0.0 0.0
H 0.0 0.0 0.0
H 0.0 0.0 0.0
H 0.0 0.0 0.0
H 0.0 0.0 0.0
H 0.0 0.0 0.0
H 0.0 0.0 0.0
H 0.0 0.0 0.0
H 0.0 0.0 0.0
H 0.0 0.0 0.0
H 0.0 0.0 0.0
H 0.0 0.0 0.0
H 0.0 0.0 0.0
H 0.0 0.0 0.0
H 0.0 0.0 0.0
H 0.0 0.0 0.0
H 0.0 0.0 0.0
C 0.0 0.0 0.2
Si -0.5 0.5 -0.1
C 0.0 -0.1 0.0
C 0.4 -0.1 -0.1
C 0.0 0.0 0.0
C -0.1 0.0 0.0
C 0.0 -0.1 0.0
C 0.0 0.0 0.0
C -0.1 0.3 0.0
Si 0.5 0.0 0.0
C -0.2 -0.1 -0.1
C 0.0 0.0 0.1
H 0.0 0.0 0.0
H 0.0 0.0 0.0
H 0.0 0.0 0.0
H 0.0 0.0 0.0
H 0.0 0.0 0.0
H 0.0 0.0 0.0
H 0.0 0.0 0.0
H 0.0 0.0 0.0
H 0.0 0.0 0.0
H 0.0 0.0 0.0
H 0.0 0.0 0.1
H 0.0 0.0 0.0
H 0.0 0.1 0.0
H 0.0 0.0 0.0
H 0.0 0.0 0.0
H 0.0 0.0 0.0
I 0.0 -0.1 0.0
C 0.0 0.0 -0.1
C 0.0 0.0 0.0
C 0.0 0.0 0.0
C -0.1 0.0 -0.1
N -0.2 -0.3 0.1
C 0.1 0.1 0.0
H 0.0 0.0 0.0
H 0.0 0.0 0.0
H 0.0 0.0 0.0
H 0.0 0.0 0.0

Results
Charge: +1
HOMO energy (alpha / beta) (eV): -10.041 / -9.322
Spin multiplicity: 2
ΔE to the lowest compared entry with this formula, charge and spin (kcal/mol): 0.00
Kohn-Sham gap (alpha / beta) (eV): 6.502 / 5.757



This record from the Open Molecules 2025 dataset describes a cluster of 2 separate species, C39H44F6N4P in total. The level of theory is the ωB97M-V functional and the def2-TZVPD basis.

CARTESIAN COORDINATES (ANGSTROEM)
C (-3.5779, -5.0046, -4.9777)
C (-3.1483, -3.6516, -4.4909)
C (-4.1063, -2.6643, -4.2410)
C (-3.7413, -1.4196, -3.7251)
C (-4.8003, -0.3777, -3.5284)
C (-2.3841, -1.1826, -3.4219)
N (-1.9644, 0.1141, -2.9599)
P (-1.9140, 0.6463, -1.3017)
H (-0.4369, 0.5437, -1.1591)
N (-1.9195, 2.2885, -1.8811)
C (-2.3282, 3.4516, -1.1397)
C (-1.3332, 4.3113, -0.6448)
C (0.1124, 3.9788, -0.8387)
C (-1.7274, 5.4914, -0.0153)
C (-3.0766, 5.8390, 0.1047)
C (-3.4620, 7.0823, 0.8511)
C (-4.0454, 5.0158, -0.4799)
C (-3.6868, 3.8265, -1.1159)
C (-4.7348, 3.0079, -1.8082)
C (-1.6990, 2.3598, -3.2429)
C (-1.7327, 1.1477, -3.8458)
C (-1.3970, -2.1257, -3.7562)
C (0.0508, -1.7851, -3.5950)
C (-1.7983, -3.3546, -4.2784)
H (-2.7050, -5.6468, -5.1333)
H (-4.2420, -5.5001, -4.2545)
H (-4.1291, -4.9287, -5.9252)
H (-5.1570, -2.8723, -4.4610)
H (-4.4182, 0.6475, -3.5794)
H (-5.5543, -0.4929, -4.3163)
H (-5.3323, -0.5025, -2.5754)
H (0.7272, 4.7225, -0.3235)
H (0.3641, 2.9969, -0.4262)
H (0.4001, 3.9915, -1.8997)
H (-0.9681, 6.1620, 0.3890)
H (-4.5496, 7.2123, 0.8343)
H (-3.1317, 7.0384, 1.8990)
H (-2.9915, 7.9719, 0.4103)
H (-5.0975, 5.3130, -0.4417)
H (-5.6961, 3.5170, -1.6786)
H (-4.5600, 2.9339, -2.8915)
H (-4.8473, 1.9972, -1.3942)
H (-1.5729, 3.3286, -3.7009)
H (-1.6279, 0.9231, -4.8958)
H (0.6546, -2.6579, -3.8616)
H (0.3551, -0.9573, -4.2522)
H (0.2935, -1.5130, -2.5625)
H (-1.0457, -4.1051, -4.5292)
C (3.8124, 2.8762, 5.9188)
N (2.7484, 3.0893, 4.9676)
C (1.7618, 4.1026, 5.3274)
C (0.6896, 3.4457, 6.1551)
F (-0.2936, 4.2824, 6.5862)
F (0.0965, 2.4456, 5.4126)
F (1.2375, 2.8329, 7.2581)
C (2.5663, 2.2530, 3.8967)
C (2.2152, 2.7612, 2.6204)
C (1.9763, 1.9026, 1.5705)
C (1.9557, 0.4802, 1.7499)
C (1.7869, -0.3997, 0.6380)
C (2.3403, -1.7123, 0.5533)
C (2.2192, -2.4997, -0.6442)
C (2.4821, -3.8545, -0.6520)
C (2.9343, -4.5095, 0.5253)
N (3.0716, -5.8934, 0.6015)
C (1.9267, -6.7707, 0.6959)
C (4.3433, -6.5590, 0.3210)
C (5.1856, -6.6584, 1.5594)
F (6.2919, -7.4400, 1.4024)
F (5.6158, -5.4083, 1.9403)
F (4.4528, -7.1613, 2.6048)
C (3.2674, -3.6954, 1.6286)
C (3.0941, -2.3337, 1.5997)
C (2.1144, 0.0171, 3.0938)
C (2.5840, 0.8483, 4.0875)
H (4.6850, 2.4570, 5.4063)
H (4.0910, 3.8385, 6.3609)
H (3.5124, 2.1965, 6.7270)
H (2.2591, 4.8647, 5.9401)
H (1.3091, 4.5027, 4.4127)
H (2.1858, 3.8448, 2.4973)
H (1.8480, 2.3076, 0.5665)
H (1.2893, -0.0161, -0.2579)
H (1.8910, -2.0081, -1.5626)
H (2.3320, -4.4614, -1.5490)
H (0.9979, -6.2239, 0.4930)
H (2.0308, -7.5883, -0.0263)
H (1.8657, -7.2183, 1.7005)
H (4.1165, -7.5758, -0.0191)
H (4.8949, -5.9619, -0.4190)
H (3.6439, -4.1836, 2.5228)
H (3.4936, -1.7708, 2.4377)
H (1.9068, -1.0233, 3.3374)
H (2.8533, 0.4609, 5.0750)

Atomic forces in eV per Å
C 0.0 -0.3 -0.2
C -0.1 0.3 0.2
C 0.4 -0.1 0.1
C 0.4 -0.2 0.1
C -0.4 0.2 -0.1
C -0.2 0.1 -0.6
N -0.5 -1.0 1.3
P 0.4 0.6 -1.3
H -0.2 0.0 0.1
N -0.5 -0.4 1.6
C -0.2 0.4 -0.5
C -0.7 -0.1 0.1
C 0.4 0.1 0.1
C -0.2 -0.2 0.0
C 0.1 -0.3 -0.1
C -0.1 0.3 0.1
C 0.4 0.1 0.2
C 0.6 0.0 0.1
C -0.5 0.0 0.0
C 0.2 -0.8 -1.2
C 0.3 1.4 -0.1
C -0.7 0.1 0.1
C 0.4 -0.2 -0.1
C -0.2 0.0 0.1
H -0.2 0.0 0.0
H 0.2 0.2 -0.2
H 0.1 0.0 0.2
H 0.3 0.1 0.1
H 0.0 -0.3 0.1
H 0.1 0.1 0.2
H 0.2 0.0 -0.1
H 0.0 -0.1 -0.1
H -0.2 0.1 -0.3
H -0.1 -0.1 0.2
H -0.1 -0.1 -0.1
H 0.2 0.1 0.1
H -0.1 -0.1 -0.3
H -0.2 -0.2 0.1
H 0.3 -0.1 0.0
H 0.1 -0.2 -0.1
H 0.1 -0.1 0.3
H 0.2 0.2 -0.1
H 0.0 -0.1 -0.1
H 0.0 0.1 0.0
H 0.0 0.1 0.0
H -0.1 -0.1 0.3
H -0.2 0.1 -0.2
H -0.2 0.2 0.1
C 0.3 -0.7 0.4
N 0.1 0.9 -0.2
C 0.6 -0.2 -0.6
C -1.2 -1.1 0.8
F 1.1 -0.7 -0.5
F 0.4 1.0 0.8
F -0.7 0.7 -0.9
C -0.7 -0.2 -0.2
C -0.1 -0.2 0.0
C -0.2 -0.1 -0.1
C -0.7 -0.1 0.1
C 1.2 0.2 0.4
C 0.6 -0.5 -0.3
C -0.6 0.4 0.3
C 0.1 -0.4 0.3
C -0.3 1.3 -0.1
N 0.7 -0.8 -0.3
C -0.4 -0.1 0.2
C -0.6 0.8 -0.1
C 0.7 -0.1 1.3
F -1.1 0.7 0.1
F -0.1 -1.1 -0.2
F 0.8 0.4 -0.9
C 0.1 -0.6 -0.3
C -0.6 0.3 0.3
C 1.1 0.0 0.1
C -0.1 -0.2 0.0
H -0.1 0.1 0.1
H 0.0 -0.2 -0.1
H 0.2 0.1 0.0
H -0.3 0.0 -0.4
H 0.0 0.2 0.4
H 0.1 -0.4 -0.2
H 0.0 -0.1 0.3
H 0.3 0.1 0.1
H -0.1 -0.2 0.4
H 0.0 0.3 0.2
H 0.2 -0.1 0.0
H -0.2 0.1 0.0
H -0.1 0.1 -0.2
H 0.3 0.3 -0.2
H 0.1 -0.5 0.0
H 0.2 0.2 -0.2
H -0.2 0.0 -0.3
H 0.0 0.3 -0.1
H -0.4 0.1 -0.3

Results
Charge: +1
HOMO energy (eV): -8.906
ΔE to the lowest compared entry with this formula, charge and spin (kcal/mol): 18.16
Kohn-Sham gap (eV): 3.655



no.,DFT total energy (eV)
1,-191103.786
2,-72704.410